The following is a quantum chemistry calculation of 2 unconnected molecules or ions with the total composition C5H7NO3, from the OMol25 dataset.

Structure (XYZ):
```
16
C5H7NO3, DFT ωB97M-V with the def2-TZVPD basis set
C -0.73 -2.14 0.03
C -1.35 -0.79 0.16
O -1.14 -0.01 1.06
C -2.24 -0.47 -0.94
N -2.96 -0.22 -1.80
H -1.40 -2.85 -0.45
H 0.15 -2.02 -0.60
H -0.41 -2.51 1.00
C 1.69 1.48 0.87
C 1.18 0.86 -0.40
O 1.52 -0.21 -0.82
O 0.26 1.58 -1.06
H 2.53 0.91 1.25
H 2.00 2.51 0.70
H 0.88 1.47 1.61
H 0.02 2.40 -0.60
```

Its total charge is 0. The value obtained for the gap between HOMO and LUMO is 10.5967 eV. The calculation puts the highest occupied orbital energy at -0.398 hartree. The energy above the lowest of the compared OMol25 structures with the same formula, charge and spin is 36.6 kcal/mol. Its SMILES is CC(=O)C#N.CC(=O)O. The calculation puts the LUMO energy at -0.226 eV. The total energy comes out at -475.1907 Ha.